# 1
Computed, not measured: C6H7FeLiO6 as an isolated structure at a distorted geometry, with the ωB97M-V functional and the def2-TZVPD basis.

Geometry as XYZ:
```
21
Properties=species:S:1:pos:R:3:forces:R:3
Fe -1.3528 -2.8811 -0.6015 -0.100 -0.977 -0.141
O -0.0476 -1.3157 -0.6010 0.654 0.838 0.559
O -1.2546 0.7554 -0.7035 0.339 -0.262 0.120
C -2.6139 0.6521 -1.1447 -0.349 0.020 -0.270
C -3.2332 -0.2417 -0.0805 -0.637 0.350 -0.031
O -2.1128 -1.0613 0.3095 0.345 -0.043 0.129
C -0.9291 -0.3874 -0.0550 0.036 1.505 0.401
H -3.0424 1.6578 -1.1758 0.140 -0.266 -0.022
H -2.6465 0.1916 -2.1416 0.004 0.145 0.192
H -4.0263 -0.8938 -0.4588 0.182 0.151 0.136
H -3.5815 0.3210 0.7942 0.125 -0.202 -0.199
Li 5.5950 1.4927 -0.4726 -0.567 -0.435 0.273
O 4.7185 -0.3032 -0.2891 -0.042 0.297 -0.350
O 2.6421 -0.3957 0.4939 0.020 0.131 -1.863
C 1.5188 0.2635 0.8897 -3.589 4.403 0.483
C 0.2559 -0.4794 0.8047 0.116 -5.130 1.460
O 3.7509 1.5906 0.3347 -0.206 0.370 -0.332
C 3.7551 0.3656 0.1204 0.660 -0.422 0.717
H 1.6966 0.7741 1.8478 -0.487 -0.973 0.424
H 0.2134 -1.2437 1.5918 -0.847 -0.055 -0.174
H 0.6944 1.1385 0.5371 4.203 0.556 -1.513
```
Positions in Å, forces in eV/Å.

**Maximum force**: 5.700 eV Å⁻¹
**Highest occupied orbital energy (alpha / beta)**: -11.3 / -12.8 eV
**Charge**: +1
**ΔE to the lowest compared entry with this formula, charge and spin**: 490.0 kJ/mol
**Spin multiplicity**: 6
**Kohn-Sham gap (alpha / beta)**: 7.95 / 7.94 eV
**Lowest unoccupied orbital energy (alpha / beta)**: -0.1240 / -0.1801 Ha

Atom charges from the Mulliken analysis, given in e for atoms 1 to 8: 0.323 -0.615 -0.400 -0.401 -0.247 -0.537 2.128 0.318

# 2
Computed, not measured: a 2-piece molecular cluster, C6H7I overall at a distorted geometry, with the ωB97M-V functional and the def2-TZVPD basis.

Geometry as XYZ:
```
14
Properties=species:S:1:pos:R:3:forces:R:3
C 1.2583 0.5373 -1.4463 0.229 0.275 -0.166
C -0.0876 1.4007 1.8143 -0.121 0.009 0.227
C -1.1077 0.3504 2.1845 1.184 -0.625 -2.651
C 0.4208 -0.4032 -1.1627 -1.312 0.677 3.080
C -0.4914 0.1855 1.0004 -0.072 -0.091 -0.049
C -0.1866 -1.6464 -1.5911 -0.205 -0.410 -0.095
I -2.4565 -0.2299 3.6270 0.306 0.092 -0.372
H 1.4378 1.3804 -0.8006 -0.084 0.099 0.264
H 1.8156 0.5301 -2.3784 -0.024 -0.197 -0.083
H -0.4334 2.3906 1.5288 -0.062 0.123 -0.081
H 0.8646 1.4185 2.3387 0.131 -0.039 0.037
H 0.3858 -2.0749 -2.4205 0.006 0.060 -0.032
H -1.2105 -1.4693 -1.9189 -0.019 -0.043 0.009
H -0.2091 -2.3697 -0.7751 0.042 0.070 -0.089
```
Positions in Å, forces in eV/Å.

**Maximum force**: 3.416 eV Å⁻¹
**Highest occupied orbital energy**: -8.3 eV
**ΔE to the lowest compared entry with this formula, charge and spin**: 525.8 kJ/mol
**Kohn-Sham gap**: 8.09 eV
**Lowest unoccupied orbital energy**: -0.0081 Ha

Atom charges from the Mulliken analysis, given in e for atoms 1 to 8: -0.710 -0.511 -0.652 0.608 0.264 -0.974 0.102 0.291

# 3
Computed, not measured: a 2-piece molecular cluster, C6H7I overall at a distorted geometry, with the ωB97M-V functional and the def2-TZVPD basis.

Geometry as XYZ:
```
14
Properties=species:S:1:pos:R:3:forces:R:3
C 1.0554 -2.3475 0.7656 -2.078 2.779 0.614
C -0.2031 -0.6910 2.3949 0.196 -0.602 0.175
C 0.4859 -1.4205 1.5472 -0.232 -1.638 -0.209
C -0.2112 1.5719 -1.3204 1.801 0.682 2.004
C 0.6089 1.5814 -0.4226 -0.422 0.106 -0.443
C -1.1133 1.5270 -2.4251 0.534 -0.126 -1.786
I 2.0068 1.7102 1.0493 -0.511 0.125 -0.806
H 1.5953 -3.1197 1.2392 0.363 -1.005 0.094
H 0.7813 -2.2923 -0.2872 0.889 -0.111 0.017
H 0.3061 -0.0103 3.0539 0.050 0.727 -0.330
H -1.2644 -0.8511 2.6400 0.622 -0.356 -0.271
H -2.0853 1.2681 -2.1296 -1.533 -0.137 0.617
H -0.7833 0.6590 -3.0011 -0.067 0.160 -0.487
H -1.1791 2.4148 -3.1038 0.389 -0.606 0.812
```
Positions in Å, forces in eV/Å.

**Maximum force**: 3.524 eV Å⁻¹
**Highest occupied orbital energy**: -9.0 eV
**ΔE to the lowest compared entry with this formula, charge and spin**: 306.5 kJ/mol
**SMILES**: C=C=C.CC#CI
**Kohn-Sham gap**: 9.39 eV
**Lowest unoccupied orbital energy**: 0.0156 Ha

Atom charges from the Mulliken analysis, given in e for atoms 1 to 8: -0.656 -0.599 0.233 0.322 -0.156 -1.267 0.231 0.273

# 4
Computed, not measured: one molecule with the formula C6H7I at a distorted geometry, with the ωB97M-V functional and the def2-TZVPD basis.

Geometry as XYZ:
```
14
Properties=species:S:1:pos:R:3:forces:R:3
C -0.2963 0.6581 1.4152 -0.191 -0.184 1.096
C 0.4378 0.9705 -1.2581 0.024 0.020 -0.304
C 0.3350 1.3101 0.2038 0.053 -2.396 -0.154
C 0.0512 -0.5134 0.5555 0.446 2.412 -0.745
C 1.1760 0.1777 -0.2089 -0.077 -0.001 0.151
C -0.9568 -1.3754 -0.1110 -0.087 0.151 -0.047
I 3.2508 -0.2148 -0.0500 0.005 0.078 0.016
H 0.3396 0.8128 2.2844 -0.111 0.093 0.019
H -1.3475 0.8365 1.6435 0.010 -0.088 0.012
H -0.3555 0.5043 -1.8289 -0.069 -0.112 -0.038
H 0.9868 1.7135 -1.8223 0.039 0.074 -0.019
H -1.9631 -1.1524 0.2399 -0.085 -0.066 0.009
H -0.7283 -2.4135 0.1383 -0.022 -0.034 0.044
H -0.9297 -1.3141 -1.2016 0.066 0.052 -0.040
```
Positions in Å, forces in eV/Å.

**Maximum force**: 2.564 eV Å⁻¹
**Highest occupied orbital energy**: -8.0 eV
**ΔE to the lowest compared entry with this formula, charge and spin**: 364.2 kJ/mol
**SMILES**: C[C@]12C[C@]13C[C@]23I
**Kohn-Sham gap**: 8.30 eV
**Lowest unoccupied orbital energy**: 0.0111 Ha

Atom charges from the Mulliken analysis, given in e for atoms 1 to 8: -0.391 -0.547 -0.099 0.522 -0.078 -1.279 0.022 0.205

# 5
Computed, not measured: C6H7I as an isolated structure at a distorted geometry, with the ωB97M-V functional and the def2-TZVPD basis.

Geometry as XYZ:
```
14
Properties=species:S:1:pos:R:3:forces:R:3
C -1.7482 0.1195 -1.0125 -0.125 -2.657 -0.344
C -2.1059 0.0320 1.6486 -2.185 2.343 0.011
C -1.9070 0.6501 0.2893 4.008 -0.954 1.662
C -0.5066 0.1525 0.0670 -3.834 1.029 -0.090
C -1.0688 -0.6957 1.3679 0.928 0.654 -1.490
C 2.9967 0.4874 -0.5683 -1.005 -0.399 -2.571
I -0.7435 -2.6354 1.6235 0.503 -1.433 0.333
H -2.2711 -0.7961 -1.3420 -0.080 0.028 0.630
H -1.6265 0.6544 -1.9004 0.685 1.643 -0.706
H 2.4113 0.7838 0.3310 1.208 0.192 -0.475
H -2.8861 0.2399 2.3668 0.077 -0.649 0.008
H 4.0061 0.9091 -0.8833 -1.509 0.284 1.046
H 2.2106 0.7027 -1.4752 2.069 -0.801 2.081
H 3.2392 -0.6041 -0.5124 -0.740 0.721 -0.093
```
Positions in Å, forces in eV/Å.

**Maximum force**: 4.443 eV Å⁻¹
**Highest occupied orbital energy (alpha / beta)**: -8.7 / -8.7 eV
**ΔE to the lowest compared entry with this formula, charge and spin**: 652.6 kJ/mol
**Kohn-Sham gap (alpha / beta)**: 8.16 / 8.16 eV
**Lowest unoccupied orbital energy (alpha / beta)**: -0.0191 / -0.0191 Ha

Atom charges from the Mulliken analysis, given in e for atoms 1 to 8: -0.580 -0.525 0.430 -0.317 -0.047 -0.819 0.185 0.195

# 6
Computed, not measured: a 2-piece molecular cluster, C6H7I overall at a distorted geometry, with the ωB97M-V functional and the def2-TZVPD basis.

Geometry as XYZ:
```
14
Properties=species:S:1:pos:R:3:forces:R:3
C 1.7897 -0.7159 0.6149 -1.508 -2.194 -1.120
C -0.2155 2.2970 0.0488 0.788 -0.243 -3.550
C -1.5777 1.8519 -0.5108 0.880 -0.638 0.418
C 0.7837 -1.3536 0.1089 -1.506 1.924 0.502
C -0.7761 0.8865 -0.1279 0.096 0.009 -0.446
C -0.2124 -2.3666 -0.2118 0.408 -1.095 2.549
I -3.3436 2.6554 -1.2302 0.564 -0.370 0.186
H 1.7241 0.2864 0.7643 -0.194 3.036 0.330
H 2.6770 -1.1732 0.8802 1.871 -1.152 0.505
H 0.5879 2.7570 -0.6678 -1.462 -0.996 1.091
H -0.2022 2.7374 0.9718 0.102 1.015 2.448
H 0.3699 -3.3336 -0.3748 -0.959 0.867 -0.180
H -0.7453 -1.9891 -1.0864 -0.349 -0.710 0.279
H -0.8595 -2.5397 0.8208 1.268 0.546 -3.012
```
Positions in Å, forces in eV/Å.

**Maximum force**: 3.645 eV Å⁻¹
**Highest occupied orbital energy (alpha / beta)**: -8.3 / -7.6 eV
**ΔE to the lowest compared entry with this formula, charge and spin**: 683.3 kJ/mol
**Kohn-Sham gap (alpha / beta)**: 8.35 / 6.51 eV
**Lowest unoccupied orbital energy (alpha / beta)**: 0.0030 / -0.0395 Ha

Atom charges from the Mulliken analysis, given in e for atoms 1 to 8: -0.664 -0.556 -0.675 0.369 0.343 -0.772 0.099 0.285

# 7
Computed, not measured: one molecule with the formula C6H7IO2 at a distorted geometry, with the ωB97M-V functional and the def2-TZVPD basis.

Geometry as XYZ:
```
16
Properties=species:S:1:pos:R:3:forces:R:3
C -1.6631 -1.8414 -0.0322 -1.417 1.912 -0.677
C -0.3592 -2.3282 0.0208 -1.568 0.738 0.601
C -1.7864 -0.4820 0.0689 1.913 0.462 0.237
C 0.7073 -0.3903 0.7172 -2.110 2.294 0.796
C 1.2550 2.0575 0.5984 2.147 -0.601 0.343
C 1.2050 0.7131 -0.1931 1.803 -0.022 -0.862
O 0.6366 -1.6103 0.3462 1.381 -1.356 -1.482
O 0.3765 0.9219 -1.3480 0.710 -0.521 0.290
I -3.4230 0.8105 -0.1895 0.423 -0.951 0.298
H -2.4665 -2.4813 -0.3969 0.247 -0.258 0.371
H -0.2380 -3.3419 -0.0587 1.127 -2.300 -0.279
H 0.2050 2.3573 0.7688 0.679 -0.059 0.368
H 1.7278 2.7593 -0.1523 -0.522 -0.406 1.172
H 1.9651 1.9610 1.6020 -2.122 0.366 -2.611
H 2.3139 0.4162 -0.6365 -2.492 0.538 1.372
H -0.4559 0.4787 -1.1152 -0.198 0.163 0.062
```
Positions in Å, forces in eV/Å.

**Maximum force**: 3.385 eV Å⁻¹
**Highest occupied orbital energy**: -8.1 eV
**ΔE to the lowest compared entry with this formula, charge and spin**: 653.0 kJ/mol
**Kohn-Sham gap**: 7.09 eV
**Lowest unoccupied orbital energy**: -0.0360 Ha

Atom charges from the Mulliken analysis, given in e for atoms 1 to 8: -0.153 0.043 -0.775 -0.455 -0.933 0.450 -0.046 -0.473

# 8
Computed, not measured: C6H7KMgO4 as an isolated structure at a distorted geometry, with the ωB97M-V functional and the def2-TZVPD basis.

Geometry as XYZ:
```
19
Properties=species:S:1:pos:R:3:forces:R:3
C -0.4271 1.9489 2.1777 0.518 -0.791 -1.251
C 0.0718 1.0537 1.5178 0.059 0.873 1.319
C 0.7653 -0.0898 0.9449 0.088 0.210 -0.384
C -0.1970 -1.2885 0.7122 0.402 -0.970 0.095
O 0.4695 -2.4169 0.3541 0.528 -0.250 -0.308
K 2.4721 -4.5640 -0.3105 -0.799 0.814 0.318
H 1.5895 -0.4016 1.6103 -0.410 0.083 -0.158
H 1.2201 0.2130 -0.0151 -0.098 -0.213 0.274
H -0.9385 -0.9623 -0.0585 -0.079 0.162 -0.031
H -0.7856 -1.4152 1.6512 0.081 0.123 -0.189
C -0.8290 3.6839 -1.5862 0.420 -0.436 -0.361
O -1.3395 4.0881 1.8710 0.422 -0.750 0.340
C -1.1472 3.1261 2.5936 -0.714 0.697 -1.065
O -1.7398 3.0751 3.7796 0.035 0.098 0.791
H -1.5689 4.4337 -1.9013 -0.018 -0.143 0.283
H 0.1271 4.0343 -1.1656 -0.383 -0.154 0.209
H -1.4379 2.3174 4.3001 -0.045 -0.031 -0.176
O -0.9921 2.4853 -1.8124 -0.060 0.787 -0.005
Mg -2.0495 1.2625 -3.0440 0.052 -0.110 0.297
```
Positions in Å, forces in eV/Å.

**Maximum force**: 1.583 eV Å⁻¹
**Highest occupied orbital energy (alpha / beta)**: -9.3 / -9.3 eV
**Charge**: +1
**Spin multiplicity**: 2
**Kohn-Sham gap (alpha / beta)**: 5.24 / 4.37 eV
**Lowest unoccupied orbital energy (alpha / beta)**: -0.1491 / -0.1804 Ha

Atom charges from the Mulliken analysis, given in e for atoms 1 to 8: 0.065 0.056 -0.491 -0.486 -0.764 0.940 0.267 0.240

Which formula does entry 4 have?
C6H7I

maximum force of number 1 (C6H7FeLiO6)?
5.700 eV Å⁻¹

Which value of maximum force does entry 4 give?
2.564 eV Å⁻¹

Which of these has the highest maximum force?
C6H7FeLiO6